{"formula": "C40H36Cl2MgN2P2S7Te", "method": "wB97M-V/def2-TZVPD", "symbols": ["Mg", "C", "S", "C", "C", "C", "N", "P", "C", "C", "C", "C", "C", "C", "C", "C", "C", "C", "C", "C", "P", "C", "C", "C", "C", "C", "C", "C", "C", "C", "C", "C", "C", "H", "H", "H", "H", "H", "H", "H", "H", "H", "H", "H", "H", "H", "H", "H", "H", "H", "H", "H", "H", "H", "H", "H", "H", "H", "H", "H", "H", "H", "S", "C", "S", "C", "C", "S", "S", "S", "Te", "C", "C", "C", "C", "S", "H", "H", "H", "Cl", "C", "C", "C", "C", "N", "C", "H", "H", "H", "H", "Cl"], "coordinates": [[-0.29906, -0.80012, -0.12783], [-3.68090, 4.45116, 4.89714], [-3.01555, 5.81024, 3.91606], [-1.24285, 5.41578, 3.83913], [-0.79109, 4.58617, 2.64085], [-1.31771, 3.15817, 2.72057], [-0.86718, 2.20340, 1.69961], [0.00914, 0.76847, 2.10005], [-0.62506, 0.34902, 3.75977], [-1.75566, -0.46195, 3.82204], [-2.31532, -0.78722, 5.05016], [-1.74214, -0.32109, 6.22439], [-0.59842, 0.46609, 6.17181], [-0.04243, 0.79687, 4.94497], [1.73770, 1.21286, 2.42235], [2.59878, 0.16449, 2.73305], [3.96433, 0.38559, 2.82058], [4.47763, 1.65671, 2.61579], [3.62483, 2.70306, 2.28919], [2.26186, 2.47615, 2.17502], [-1.76412, 1.93138, 0.25097], [-3.47170, 2.37665, 0.76467], [-3.98281, 3.67592, 0.75750], [-5.26134, 3.93887, 1.22545], [-6.05050, 2.90312, 1.70842], [-5.55531, 1.60730, 1.71899], [-4.27580, 1.34558, 1.24688], [-1.37968, 3.32656, -0.86239], [-2.19063, 3.50635, -1.98155], [-1.89274, 4.48049, -2.92100], [-0.77327, 5.28491, -2.75605], [0.05353, 5.09342, -1.65907], [-0.24298, 4.11273, -0.72376], [-4.73480, 4.67302, 5.06224], [-3.18346, 4.38709, 5.86515], [-3.61427, 3.49136, 4.39037], [-0.96622, 4.92596, 4.77736], [-0.73678, 6.38208, 3.83061], [0.29930, 4.58684, 2.61910], [-1.13449, 5.06696, 1.72214], [-2.40485, 3.20894, 2.67729], [-1.07962, 2.75122, 3.70622], [-2.18703, -0.85646, 2.90564], [-3.19056, -1.42440, 5.08317], [-2.17502, -0.58472, 7.18213], [-0.13506, 0.81598, 7.08661], [0.85898, 1.39758, 4.90322], [2.22270, -0.84935, 2.82560], [4.62793, -0.45357, 2.98182], [5.54823, 1.81632, 2.65056], [4.02634, 3.68631, 2.07289], [1.61105, 3.25886, 1.81961], [-3.37084, 4.49260, 0.39511], [-5.63330, 4.95632, 1.22445], [-7.04960, 3.10769, 2.07507], [-6.16346, 0.78994, 2.08637], [-3.90678, 0.32434, 1.25632], [-3.06222, 2.87635, -2.12841], [-2.53122, 4.60195, -3.78782], [-0.53369, 6.04174, -3.49333], [0.94978, 5.69049, -1.54199], [0.43358, 3.91384, 0.09447], [-3.03317, -7.48993, -0.28953], [-2.42513, -5.95175, -0.03150], [-0.76196, -5.59130, 0.13435], [-0.86178, -3.84498, 0.25592], [-2.12147, -3.35239, 0.15587], [-2.61882, -1.66760, 0.25065], [-3.38111, -4.53348, -0.08231], [0.65869, -3.01154, 0.50796], [4.30643, -2.07225, -0.02865], [6.30120, -1.40022, 0.19948], [6.85947, -0.18924, -0.13082], [8.23576, -0.06900, 0.20316], [8.73683, -1.19113, 0.79480], [7.50863, -2.38541, 0.93609], [6.27792, 0.59320, -0.59858], [8.82759, 0.81791, 0.01038], [9.74473, -1.36026, 1.14182], [-2.76902, 0.40183, -5.17748], [-1.38419, -0.25083, -4.35162], [-0.19356, -0.46222, -5.02475], [0.88134, -0.97077, -4.31491], [0.73227, -1.21814, -2.95998], [-0.42482, -1.00980, -2.33446], [-1.47431, -0.55008, -3.00432], [-0.11679, -0.22901, -6.07860], [1.83723, -1.14915, -4.78624], [1.56174, -1.56949, -2.35526], [-2.39247, -0.41917, -2.44230], [1.20907, 1.10640, -0.83083]], "forces_ev_per_a": [[0.4, 0.2, -0.1], [0.0, -0.1, 0.0], [0.0, 0.0, 0.0], [0.0, -0.1, 0.1], [-0.1, 0.0, -0.1], [0.0, 0.0, 0.1], [-0.1, 0.1, 0.1], [0.0, -0.2, -0.2], [0.1, 0.0, 0.1], [-0.1, 0.0, 0.0], [0.0, 0.0, 0.0], [0.0, 0.0, 0.0], [0.0, 0.0, 0.0], [0.0, 0.0, 0.0], [-0.1, 0.1, 0.0], [0.0, 0.0, 0.0], [0.1, 0.0, 0.0], [0.0, 0.0, 0.0], [0.0, 0.0, 0.0], [0.1, -0.1, 0.0], [0.1, -0.1, -0.2], [0.0, 0.2, 0.0], [0.0, 0.0, 0.0], [0.0, 0.0, 0.0], [0.0, 0.0, 0.0], [0.0, 0.0, 0.0], [0.0, -0.1, 0.1], [-0.1, 0.1, 0.1], [0.0, 0.0, 0.0], [0.0, 0.0, 0.0], [0.0, 0.0, 0.0], [0.0, 0.0, 0.0], [0.0, 0.0, 0.0], [0.0, 0.0, 0.0], [0.0, 0.0, 0.0], [0.0, 0.0, -0.1], [0.0, 0.0, 0.0], [0.0, 0.0, 0.0], [0.1, 0.0, 0.0], [0.0, 0.0, 0.0], [-0.1, 0.0, 0.1], [0.1, 0.0, 0.0], [0.0, 0.0, 0.0], [0.0, 0.0, 0.0], [0.0, 0.0, 0.0], [0.0, 0.0, 0.0], [0.0, 0.0, 0.0], [0.0, 0.0, 0.0], [0.0, 0.0, 0.0], [0.0, 0.0, 0.0], [0.0, 0.0, 0.0], [0.0, 0.1, 0.0], [0.0, 0.0, 0.0], [0.0, 0.0, 0.0], [0.0, 0.0, 0.0], [0.0, 0.0, 0.0], [0.0, 0.1, 0.0], [0.0, 0.0, 0.0], [0.0, 0.0, 0.0], [0.0, 0.0, 0.0], [0.0, 0.0, 0.0], [0.0, 0.0, 0.0], [0.0, 0.1, 0.2], [0.0, -0.1, -0.5], [0.0, 0.0, 0.1], [0.1, 0.0, 0.0], [0.1, 0.2, 0.1], [0.1, -0.1, 0.0], [-0.1, -0.1, 0.1], [-0.3, 0.2, -0.1], [0.2, -0.2, -0.1], [-0.3, 0.1, 0.0], [0.0, 0.0, 0.0], [0.1, 0.0, 0.0], [0.1, 0.1, 0.0], [0.0, -0.1, 0.0], [0.0, 0.0, 0.0], [0.0, 0.0, 0.0], [0.0, 0.0, 0.0], [0.0, 0.0, 0.0], [0.1, 0.0, 0.0], [0.0, 0.0, 0.0], [0.0, 0.0, 0.0], [0.0, 0.0, -0.1], [0.0, -0.1, 0.2], [0.1, 0.0, -0.1], [0.0, 0.0, 0.0], [0.0, 0.0, 0.0], [0.0, 0.0, 0.0], [0.0, 0.0, 0.0], [-0.2, -0.2, 0.1]], "gap_ev": 4.28, "de_lowest_kcal_mol": 5.0, "total_energy_ha": -6514.16129, "fmax_ev_per_a": 0.51, "charge": -2}